[1]
DFT (wB97M-V/def2-TZVPD) results for a 2-piece molecular cluster, C4H11N2S overall.

The geometry in XYZ format:
```
18
Properties=species:S:1:pos:R:3:forces:R:3:lowdin_charge:R:1
C -0.55987 -0.55645 0.68124 1.50 1.00 0.55 -0.474
C 0.53133 -0.77073 -0.34993 -2.11 0.33 -0.20 -0.512
C -3.48304 1.32770 -0.14739 -2.91 -1.82 -0.57 -0.039
C 2.85590 0.48970 -0.09267 2.71 0.89 1.43 -0.034
N -2.71994 0.34899 -0.36614 0.79 3.09 -0.14 -0.016
N 2.00384 -0.68260 0.02635 -0.75 -2.28 0.29 -0.055
S -0.25612 -2.30148 0.35484 1.30 0.56 -0.11 0.871
H -0.46258 0.17592 1.57221 0.29 -2.00 -0.93 0.137
H 0.20460 -0.36163 -1.38021 1.35 -1.03 1.48 0.164
H -3.02231 -0.50392 -0.73572 -1.82 -1.15 -0.76 0.060
H -3.13356 2.30494 0.28639 -0.41 -1.10 -0.59 0.095
H -4.60895 1.04222 -0.37900 1.81 1.77 0.72 0.119
H 3.12295 0.75090 -1.09195 -0.23 0.15 -0.70 0.094
H 2.69517 1.39471 0.54308 -1.05 -0.92 -0.66 0.127
H 3.77412 0.07749 0.40416 -0.25 0.64 -0.79 0.122
H -1.50161 -0.36550 0.14585 1.32 0.72 0.85 -0.069
H 2.08356 -0.87135 1.06994 -0.58 -0.68 -1.59 0.186
H 2.47653 -1.49889 -0.54106 -0.96 1.82 1.71 0.224
```
Positions in Å, forces in eV/Å.

As for the net charge: +1. The LUMO energy comes out at -3.415 eV.

=====

[2]
DFT (wB97M-V/def2-TZVPD) results for an isolated ion of composition C4H11N2S2 and charge +1.

The geometry in XYZ format:
```
19
Properties=species:S:1:pos:R:3:forces:R:3:lowdin_charge:R:1
C -0.16059 -1.61800 0.43405 0.26 0.07 -0.89 -0.123
C 0.30410 0.64421 1.22128 -2.35 2.01 3.45 -0.281
C -0.32607 -1.10220 -0.99169 -1.05 -1.63 -2.08 -0.242
C 0.66204 1.61700 0.16145 1.37 -0.15 -1.14 -1.125
N 0.85647 -0.72391 1.05278 1.21 -0.13 -2.45 0.003
N -1.27243 0.03216 -0.91009 1.52 0.60 -0.94 -0.005
S 1.92390 1.23652 -0.81274 -0.31 0.84 -0.02 0.804
S -0.31840 3.09116 0.05274 0.10 -0.54 0.31 0.826
H -0.93498 -1.37579 1.11903 -1.73 -1.06 -0.13 0.122
H 0.22446 -2.62631 0.42048 -0.07 -0.35 0.47 0.139
H 0.43588 1.14554 2.24563 1.04 -1.03 -1.12 0.171
H -0.84110 0.70671 1.30652 1.58 -1.15 -0.66 0.141
H 0.75789 -0.89635 -1.34707 -2.12 0.24 0.18 0.085
H -0.72184 -1.84002 -1.83095 0.86 0.81 2.27 0.164
H 1.28298 -1.26765 1.77864 0.25 0.64 1.34 0.177
H -0.91180 0.72898 -1.54352 0.03 0.50 -0.07 0.048
H -2.16619 -0.14725 -1.31491 -0.69 -0.83 -0.12 0.089
H 1.57932 -0.70697 0.24973 -0.25 1.05 1.47 0.099
H -0.37365 3.10217 -1.29133 0.34 0.13 0.14 -0.090
```
Positions in Å, forces in eV/Å.

As for the structure (SMILES): NCC[NH2+]CC(=S)S. As for the net charge: +1. The LUMO energy comes out at -4.625 eV.

=====

[3]
DFT (wB97M-V/def2-TZVPD) results for an isolated molecule of C4H11N3.

The geometry in XYZ format:
```
18
Properties=species:S:1:pos:R:3:forces:R:3:lowdin_charge:R:1
C -1.59467 -0.88698 0.56553 0.71 -0.35 -0.10 -0.305
C -0.28259 -0.40610 1.22107 -0.19 0.09 -0.78 -0.156
C 0.64743 0.18896 0.17573 -0.63 0.21 -0.05 -0.371
C 1.12211 -0.52828 -0.84254 0.95 -0.35 1.17 -0.177
N 2.26690 -0.18131 -1.58857 -0.10 0.12 -0.67 0.033
N 0.81266 1.60655 0.24757 -0.08 -0.36 -0.28 0.070
N -2.37404 0.16348 -0.02676 -0.56 0.21 -0.48 0.000
H -1.30107 -1.61823 -0.20318 -0.02 0.17 -0.05 0.092
H -2.18920 -1.48994 1.24645 -0.23 0.26 0.34 0.104
H 0.17339 -1.26690 1.71699 0.11 0.27 0.20 0.107
H -0.48446 0.42426 1.89611 -0.15 -0.29 0.47 0.103
H 0.88931 -1.58449 -0.79734 0.00 -0.07 -0.47 0.111
H 2.48540 0.80308 -1.61422 -0.02 0.01 0.15 0.057
H 2.31237 -0.53187 -2.53454 -0.21 -0.13 0.05 0.072
H 1.36902 1.94419 1.02150 0.05 -0.03 -0.01 0.082
H 1.16663 1.93972 -0.63753 0.16 0.38 0.20 0.061
H -1.83869 0.96149 -0.34288 0.05 -0.14 0.14 0.058
H -3.18049 0.46238 0.49662 0.17 0.01 0.18 0.059
```
Positions in Å, forces in eV/Å.

As for the structure (SMILES): N/C=C(\N)CCN. The LUMO energy comes out at 1.015 eV.

=====

[4]
DFT (wB97M-V/def2-TZVPD) results for C4H11N3 as an isolated structure.

The geometry in XYZ format:
```
18
Properties=species:S:1:pos:R:3:forces:R:3:lowdin_charge:R:1
C -0.20843 -1.65086 -0.43287 1.17 0.49 1.16 -0.187
C -1.65244 1.77647 0.03781 0.10 0.22 0.10 -0.136
C -0.10343 -1.09496 -1.83133 0.04 0.25 -0.06 -0.185
N -1.03193 0.73077 0.83585 -0.03 -0.04 0.40 -0.065
N 2.25217 0.21082 1.93201 -0.33 0.04 0.21 0.090
C 1.14897 0.18356 1.16218 1.61 0.78 0.32 -0.242
N 0.17020 0.97513 1.16787 -0.75 -0.41 -1.00 -0.016
H 3.12970 -0.07418 1.53044 -0.17 -0.11 -0.03 0.092
H 2.31940 0.86057 2.70141 -0.04 -0.11 0.04 0.098
H -1.20920 -1.64725 -0.01930 -0.03 0.05 -0.04 0.039
H 0.20032 -2.65846 -0.34082 0.11 0.02 -0.02 0.049
H 0.69830 -0.94003 0.36432 -1.66 -1.02 -1.27 0.088
H -2.50633 1.33999 -0.48237 0.03 -0.02 0.14 0.068
H -2.01552 2.57829 0.68892 -0.05 0.01 -0.10 0.069
H -0.97440 2.20743 -0.70957 0.07 -0.04 0.14 0.070
H -0.61633 -0.13514 -1.90710 -0.07 0.00 -0.03 0.043
H 0.93557 -0.89955 -2.11394 -0.03 -0.13 -0.01 0.063
H -0.53661 -1.76259 -2.58350 0.05 0.01 0.05 0.062
```
Positions in Å, forces in eV/Å.

The LUMO energy (alpha / beta) comes out at -0.047 / 0.096 eV.

=====

[5]
DFT (wB97M-V/def2-TZVPD) results for a 3-piece molecular cluster, C4H11N3 overall.

The geometry in XYZ format:
```
18
Properties=species:S:1:pos:R:3:forces:R:3:lowdin_charge:R:1
C 0.11989 1.94191 -0.25575 0.20 0.07 -0.09 -0.071
C 0.55820 -2.07115 0.58179 -0.25 -0.19 -0.04 -0.074
N -1.70104 -0.24264 0.55250 1.49 1.40 -0.23 -0.090
C 0.17032 0.52792 0.10353 -4.87 -0.35 0.71 -0.129
C 0.53480 -0.65528 0.22743 5.36 0.44 -0.76 -0.160
N -2.56666 -0.11217 -0.52313 -0.31 0.15 -0.23 -0.081
N 2.41356 -0.18743 -0.21202 -0.96 -1.27 0.36 -0.022
H -1.93836 0.49282 1.21676 -0.16 -0.12 -0.01 0.057
H -2.52792 0.77791 -1.02412 0.05 -0.14 0.08 0.057
H -2.42463 -0.87455 -1.17381 0.07 0.11 0.05 0.068
H 2.84313 0.28536 0.58350 -0.34 -0.03 -0.02 -0.013
H 2.49745 0.44825 -1.00445 -0.36 -0.10 0.11 -0.021
H 0.46490 2.56887 0.56915 -0.03 -0.04 -0.05 0.090
H 0.73245 2.15306 -1.13340 0.07 -0.02 0.07 0.081
H -0.90534 2.23122 -0.50771 0.03 -0.06 0.06 0.068
H 1.30308 -2.24361 1.35879 -0.04 0.08 -0.03 0.085
H 0.85333 -2.66183 -0.28650 0.00 0.07 0.02 0.085
H -0.42715 -2.37868 0.92743 0.05 0.02 -0.01 0.071
```
Positions in Å, forces in eV/Å.

The LUMO energy (alpha / beta) comes out at 0.800 / 0.800 eV.

=====

[6]
DFT (wB97M-V/def2-TZVPD) results for a 2-piece molecular cluster, C4H11N3 overall.

The geometry in XYZ format:
```
18
Properties=species:S:1:pos:R:3:forces:R:3:lowdin_charge:R:1
C -1.41109 -0.90854 -0.65196 0.27 -0.09 0.21 -0.125
C 1.38609 1.05950 -1.49320 0.09 -0.18 -0.06 -0.393
N 1.81991 -0.05545 -2.06858 -0.10 -0.49 -0.06 0.111
N 1.01107 1.98793 -0.93407 -0.16 0.67 0.30 0.151
H 1.10158 -0.72481 -2.31221 0.19 0.07 -0.06 0.099
H 2.59442 0.03390 -2.69977 0.05 -0.05 -0.17 0.101
H -0.74798 1.27897 0.67448 -0.10 -0.16 0.15 0.079
H -2.44975 -0.96410 -0.33257 -0.12 0.01 -0.07 0.071
H -1.29127 -0.01296 -1.26114 -0.05 0.06 -0.11 0.057
H -1.19534 -1.78723 -1.26135 -0.11 -0.03 -0.08 0.064
N 0.46401 0.57904 2.28409 0.13 0.22 0.30 -0.017
C -0.66089 0.42890 1.37071 0.07 -0.06 -0.35 -0.332
C -0.48258 -0.85489 0.55899 -0.33 0.24 0.01 -0.277
H 0.26518 1.30757 2.96507 0.13 -0.11 -0.14 0.062
H 1.28509 0.87867 1.76073 -0.18 -0.01 0.12 0.054
H -1.58132 0.37570 1.95651 -0.02 -0.01 -0.02 0.111
H 0.55935 -0.90724 0.23956 0.09 -0.05 0.00 0.079
H -0.66648 -1.71496 1.20470 0.14 -0.03 0.02 0.105
```
Positions in Å, forces in eV/Å.

As for the structure (SMILES): CCCN.N#CN. The LUMO energy comes out at 0.565 eV.